No. 1
# C28H59IN3O6S

7 unconnected molecules or ions with the total composition C28H59IN3O6S (ωB97M-V/def2-TZVPD, OMol25).

Properties
ΔE to the lowest compared entry with this formula, charge and spin: 0.000 eV
Total energy: -2413.42468 hartree
Total charge: +1
Highest occupied orbital energy: -11.01 eV
Maximum force: 0.0754 hartree/bohr

Structure (XYZ):
```
98
C28H59IN3O6S ωB97M-V/def2-TZVPD
N 2.629 3.538 -2.641
C 1.218 3.245 -2.714
N 0.305 4.165 -2.076
N 0.873 2.097 -3.346
S 1.035 2.091 -5.096
C 0.419 0.893 -2.559
C 1.770 0.126 -2.125
C 1.452 -1.033 -1.089
I 1.652 -0.226 0.925
H 3.150 2.720 -3.000
H 2.864 3.592 -1.635
H -0.044 3.696 -1.224
H -0.458 4.385 -2.727
H 2.376 2.462 -5.259
H -0.173 0.169 -3.209
H -0.171 1.231 -1.652
H 2.512 0.888 -1.720
H 2.290 -0.336 -3.031
H 0.458 -1.540 -1.283
H 2.250 -1.833 -1.232
C -3.967 -0.010 -1.602
C -3.850 -0.660 -0.241
C -2.540 -0.095 0.269
O -2.396 1.213 -0.314
C -3.382 1.367 -1.347
H -4.987 0.026 -1.985
H -3.348 -0.551 -2.325
H -4.674 -0.330 0.399
H -3.859 -1.749 -0.274
H -1.689 -0.703 -0.061
H -2.511 -0.018 1.357
H -4.145 2.061 -0.981
H -2.917 1.798 -2.238
C 2.381 8.531 -3.362
C 2.373 7.019 -3.439
C 2.549 6.779 -4.927
O 3.321 7.871 -5.434
C 3.395 8.894 -4.430
H 2.642 8.920 -2.377
H 1.396 8.923 -3.633
H 3.230 6.614 -2.892
H 1.466 6.563 -3.038
H 1.584 6.780 -5.447
H 3.060 5.837 -5.144
H 4.413 8.894 -4.026
H 3.200 9.867 -4.882
C 4.502 3.121 4.912
C 4.450 1.757 4.255
C 3.960 2.098 2.861
O 4.443 3.414 2.561
C 4.954 4.006 3.765
H 5.169 3.168 5.774
H 3.500 3.415 5.238
H 5.457 1.331 4.203
H 3.805 1.044 4.771
H 2.864 2.126 2.820
H 4.319 1.395 2.106
H 6.046 4.031 3.689
H 4.588 5.030 3.855
C 0.738 0.530 8.229
C 0.681 -0.983 8.222
C 1.440 -1.321 6.952
O 2.413 -0.283 6.762
C 2.120 0.795 7.662
H 0.592 0.971 9.216
H -0.026 0.933 7.557
H 1.214 -1.379 9.092
H -0.332 -1.385 8.232
H 0.776 -1.323 6.081
H 1.943 -2.288 7.009
H 2.880 0.790 8.450
H 2.179 1.746 7.127
C -5.580 -4.329 -3.503
C -5.465 -4.979 -2.140
C -4.153 -4.413 -1.631
O -4.010 -3.107 -2.214
C -4.994 -2.953 -3.247
H -6.600 -4.291 -3.887
H -4.962 -4.870 -4.226
H -6.289 -4.647 -1.500
H -5.475 -6.069 -2.171
H -3.305 -5.022 -1.958
H -4.126 -4.335 -0.542
H -5.759 -2.259 -2.881
H -4.529 -2.522 -4.136
C -2.429 -9.608 -1.044
C -1.081 -9.143 -0.535
C -1.236 -7.634 -0.568
O -2.623 -7.354 -0.339
C -3.365 -8.578 -0.442
H -2.679 -10.630 -0.756
H -2.455 -9.544 -2.137
H -0.937 -9.481 0.496
H -0.239 -9.498 -1.130
H -0.969 -7.229 -1.551
H -0.630 -7.133 0.190
H -3.678 -8.867 0.566
H -4.258 -8.415 -1.050
```



No. 2
# C28H45BrN2P2Pt

A molecular structure, C28H45BrN2P2Pt (ωB97M-V/def2-TZVPD, OMol25).

Properties
Multiplicity: 5
Total energy: -4577.80976 hartree
Total charge: +4
Highest occupied orbital energy (alpha / beta): -19.02 / -20.56 eV
Maximum force: 0.0856 hartree/bohr

Structure (XYZ):
```
79
C28H45BrN2P2Pt ωB97M-V/def2-TZVPD
N -4.944 -0.963 3.117
C -4.074 -0.063 3.589
C -3.557 0.956 2.791
C -3.952 1.033 1.439
C -4.875 0.079 0.954
C -5.345 -0.896 1.844
C -3.356 2.036 0.593
Pt 0.888 -0.344 -0.569
P 2.622 0.575 -1.615
C -3.480 2.081 -0.765
C -2.421 2.643 -1.573
C -2.281 2.256 -2.926
C -1.150 2.626 -3.648
C -0.157 3.388 -3.024
C -0.297 3.850 -1.714
C -1.422 3.463 -0.991
Br 1.356 4.007 -4.076
H -2.763 2.793 1.115
H -4.304 1.597 -1.290
H -2.868 1.691 3.204
H -5.217 0.099 -0.080
H -3.768 -0.138 4.636
H -6.062 -1.645 1.492
H -3.041 1.612 -3.370
H -1.496 3.747 0.056
H -1.013 2.316 -4.678
H 0.469 4.472 -1.259
P -0.230 -2.288 -0.593
C 2.924 2.168 -0.776
C 3.671 3.243 -1.558
H 3.463 1.911 0.149
H 1.933 2.542 -0.471
H 3.869 4.100 -0.899
H 4.631 2.901 -1.964
H 3.052 3.618 -2.386
C 2.153 0.761 -3.367
C 3.277 0.889 -4.396
H 1.508 1.651 -3.394
H 1.505 -0.098 -3.608
H 2.839 1.160 -5.365
H 4.009 1.667 -4.144
H 3.800 -0.066 -4.522
C 4.122 -0.484 -1.593
C 5.485 0.196 -1.756
H 3.974 -1.238 -2.382
H 4.082 -1.023 -0.634
H 6.276 -0.554 -1.620
H 5.626 0.627 -2.756
H 5.646 0.979 -1.006
C 0.643 -3.595 0.348
C 2.135 -3.695 0.047
H 0.122 -4.535 0.110
H 0.480 -3.389 1.415
H 2.523 -4.652 0.419
H 2.354 -3.645 -1.026
H 2.696 -2.898 0.550
C -0.286 -2.960 -2.297
C -1.228 -2.185 -3.218
H -0.596 -4.012 -2.197
H 0.746 -2.956 -2.675
H -0.999 -2.424 -4.263
H -2.277 -2.454 -3.040
H -1.123 -1.098 -3.102
C -1.977 -2.310 -0.044
C -2.238 -2.788 1.380
H -2.508 -2.950 -0.767
H -2.359 -1.286 -0.175
H -3.307 -3.006 1.501
H -1.682 -3.699 1.631
H -1.991 -2.012 2.115
C 0.996 -0.940 4.803
C 0.220 0.019 3.882
C 0.313 -0.333 2.471
N 0.509 -0.298 1.324
H 0.546 -1.940 4.797
H 0.994 -0.568 5.833
H 2.040 -1.037 4.479
H -0.849 0.020 4.146
H 0.606 1.045 4.007
```



No. 3
# C39H30ClMnN3O8P2

A molecular structure, C39H30ClMnN3O8P2 (ωB97M-V/def2-TZVPD, OMol25).

Properties
ΔE to the lowest compared entry with this formula, charge and spin: 0.000 eV
Multiplicity: 6
Total energy: -4564.19018 hartree
Total charge: 0
Highest occupied orbital energy (alpha / beta): -8.01 / -8.10 eV
Maximum force: 0.0251 hartree/bohr

Structure (XYZ):
```
84
C39H30ClMnN3O8P2 ωB97M-V/def2-TZVPD
Mn -0.053 0.145 1.380
Cl 4.263 0.013 7.389
C 3.045 -0.115 6.150
C 1.703 -0.336 6.518
C 0.725 -0.442 5.570
C 1.018 -0.330 4.183
O 0.085 -0.449 3.313
C 2.385 -0.106 3.835
C 2.798 0.045 2.481
O 2.080 0.029 1.472
C 3.376 -0.003 4.837
H 1.455 -0.418 7.569
H -0.307 -0.611 5.853
H 3.878 0.185 2.324
H 4.407 0.170 4.543
C -2.671 -1.452 -1.945
N -1.441 -1.311 -1.135
P -0.329 -0.031 -1.500
C -0.006 -0.535 -3.246
C 0.926 -1.555 -3.459
C 1.107 -2.101 -4.721
C 0.366 -1.628 -5.796
C -0.545 -0.600 -5.601
C -0.731 -0.055 -4.335
C -1.330 1.485 -1.704
C -0.790 2.562 -2.409
C -1.456 3.779 -2.453
C -2.659 3.936 -1.780
C -3.196 2.875 -1.065
C -2.532 1.658 -1.023
P -1.465 -1.736 0.550
C -2.691 -3.090 0.577
C -2.496 -4.181 -0.274
C -3.409 -5.221 -0.280
C -4.510 -5.188 0.575
C -4.695 -4.114 1.429
C -3.788 -3.059 1.426
C 0.027 -2.802 0.851
C 1.230 -2.712 0.159
C 2.315 -3.504 0.516
C 2.220 -4.375 1.588
C 1.035 -4.449 2.308
C -0.050 -3.671 1.944
H -2.771 -0.606 -2.617
H -3.563 -1.484 -1.319
H -2.642 -2.363 -2.543
H 1.520 -1.929 -2.635
H 1.831 -2.895 -4.864
H 0.500 -2.057 -6.782
H -1.124 -0.219 -6.435
H -1.451 0.741 -4.206
H 0.158 2.447 -2.927
H -1.027 4.610 -3.002
H -3.166 4.893 -1.789
H -4.123 3.003 -0.521
H -2.944 0.847 -0.436
H -1.625 -4.210 -0.920
H -3.263 -6.063 -0.946
H -5.220 -6.006 0.572
H -5.546 -4.093 2.100
H -3.936 -2.213 2.089
H 1.344 -2.008 -0.643
H 3.239 -3.425 -0.043
H 3.069 -4.986 1.870
H 0.954 -5.115 3.158
H -0.970 -3.741 2.512
O -1.286 4.129 1.574
C -0.424 3.339 1.240
O -0.434 2.071 1.476
C 0.749 3.890 0.434
C 0.868 5.267 0.317
C 1.900 5.798 -0.430
C 2.814 5.012 -1.099
C 2.657 3.648 -0.994
C 1.660 3.077 -0.221
N 3.567 2.773 -1.758
O 3.251 1.608 -1.890
O 4.577 3.269 -2.210
N 2.030 7.270 -0.540
O 1.165 7.951 -0.029
O 2.998 7.706 -1.135
H 0.149 5.908 0.808
H 3.610 5.449 -1.680
H 1.614 2.005 -0.149
```



No. 4
# C19H30N4O2

A molecular structure, C19H30N4O2 (ωB97M-V/def2-TZVPD, OMol25).

Properties
ΔE to the lowest compared entry with this formula, charge and spin: 19.007 eV
Total energy: -1110.85669 hartree
Total charge: 0
Highest occupied orbital energy: -8.07 eV
Maximum force: 0.3823 hartree/bohr

Structure (XYZ):
```
55
C19H30N4O2 ωB97M-V/def2-TZVPD
C -3.797 -1.800 -1.511
C -4.623 -1.115 -0.670
N -5.504 -1.669 0.037
N -6.286 -0.879 0.729
C -5.881 0.222 0.337
C -4.945 0.197 -0.386
C -4.138 1.244 -0.853
N -2.874 1.620 -0.345
C -1.682 1.207 -0.698
O -1.374 0.597 -1.677
C -0.588 1.708 0.431
C 0.569 0.681 0.055
N 1.943 0.976 0.489
C 2.292 2.492 0.248
O 3.323 2.907 0.365
C 1.094 3.076 -0.424
C -0.089 2.826 0.312
H -0.961 3.498 -0.147
H 0.146 3.537 1.181
H 1.004 2.693 -1.413
H 1.399 4.147 -0.779
C 2.733 0.427 1.490
H 3.633 1.113 1.750
C 3.410 -0.732 0.656
C 4.244 -0.031 -0.944
C 4.967 -1.289 -1.540
C 5.821 -2.345 -0.668
C 5.079 -2.586 0.481
C 4.327 -1.671 1.454
H 5.226 -1.037 1.827
H 3.862 -1.956 2.128
H 5.682 -3.363 1.014
H 4.292 -3.374 0.161
H 6.225 -3.091 -1.286
H 6.594 -1.605 -0.289
H 5.485 -0.674 -2.324
H 4.127 -1.940 -2.123
H 5.019 0.492 -0.062
H 3.557 0.432 -1.314
H 2.556 -1.295 0.191
H 2.415 -0.183 2.357
H 0.386 -0.290 0.917
H 0.606 0.330 -0.890
H -0.971 1.200 1.446
H -3.090 2.032 0.633
H -4.460 2.241 -1.086
H -3.623 0.984 -1.975
H -6.211 1.115 0.993
C -7.365 -1.150 1.544
H -7.604 -2.259 1.649
H -7.139 -0.892 2.624
H -8.318 -0.751 1.296
H -3.515 -2.765 -1.370
H -4.204 -1.899 -2.502
H -2.774 -1.354 -1.522
```



What did the fourth record say?
# C19H30N4O2

A molecular structure, C19H30N4O2 (ωB97M-V/def2-TZVPD, OMol25).

Properties
ΔE to the lowest compared entry with this formula, charge and spin: 19.007 eV
Total energy: -1110.85669 hartree
Total charge: 0
Highest occupied orbital energy: -8.07 eV
Maximum force: 0.3823 hartree/bohr

Structure (XYZ):
```
55
C19H30N4O2 ωB97M-V/def2-TZVPD
C -3.797 -1.800 -1.511
C -4.623 -1.115 -0.670
N -5.504 -1.669 0.037
N -6.286 -0.879 0.729
C -5.881 0.222 0.337
C -4.945 0.197 -0.386
C -4.138 1.244 -0.853
N -2.874 1.620 -0.345
C -1.682 1.207 -0.698
O -1.374 0.597 -1.677
C -0.588 1.708 0.431
C 0.569 0.681 0.055
N 1.943 0.976 0.489
C 2.292 2.492 0.248
O 3.323 2.907 0.365
C 1.094 3.076 -0.424
C -0.089 2.826 0.312
H -0.961 3.498 -0.147
H 0.146 3.537 1.181
H 1.004 2.693 -1.413
H 1.399 4.147 -0.779
C 2.733 0.427 1.490
H 3.633 1.113 1.750
C 3.410 -0.732 0.656
C 4.244 -0.031 -0.944
C 4.967 -1.289 -1.540
C 5.821 -2.345 -0.668
C 5.079 -2.586 0.481
C 4.327 -1.671 1.454
H 5.226 -1.037 1.827
H 3.862 -1.956 2.128
H 5.682 -3.363 1.014
H 4.292 -3.374 0.161
H 6.225 -3.091 -1.286
H 6.594 -1.605 -0.289
H 5.485 -0.674 -2.324
H 4.127 -1.940 -2.123
H 5.019 0.492 -0.062
H 3.557 0.432 -1.314
H 2.556 -1.295 0.191
H 2.415 -0.183 2.357
H 0.386 -0.290 0.917
H 0.606 0.330 -0.890
H -0.971 1.200 1.446
H -3.090 2.032 0.633
H -4.460 2.241 -1.086
H -3.623 0.984 -1.975
H -6.211 1.115 0.993
C -7.365 -1.150 1.544
H -7.604 -2.259 1.649
H -7.139 -0.892 2.624
H -8.318 -0.751 1.296
H -3.515 -2.765 -1.370
H -4.204 -1.899 -2.502
H -2.774 -1.354 -1.522
```



- Which of these has the highest total charge?
  C28H45BrN2P2Pt



- What is the formula in the first record?
  C28H59IN3O6S



Copy entry 2 word for word.
# C28H45BrN2P2Pt

A molecular structure, C28H45BrN2P2Pt (ωB97M-V/def2-TZVPD, OMol25).

Properties
Multiplicity: 5
Total energy: -4577.80976 hartree
Total charge: +4
Highest occupied orbital energy (alpha / beta): -19.02 / -20.56 eV
Maximum force: 0.0856 hartree/bohr

Structure (XYZ):
```
79
C28H45BrN2P2Pt ωB97M-V/def2-TZVPD
N -4.944 -0.963 3.117
C -4.074 -0.063 3.589
C -3.557 0.956 2.791
C -3.952 1.033 1.439
C -4.875 0.079 0.954
C -5.345 -0.896 1.844
C -3.356 2.036 0.593
Pt 0.888 -0.344 -0.569
P 2.622 0.575 -1.615
C -3.480 2.081 -0.765
C -2.421 2.643 -1.573
C -2.281 2.256 -2.926
C -1.150 2.626 -3.648
C -0.157 3.388 -3.024
C -0.297 3.850 -1.714
C -1.422 3.463 -0.991
Br 1.356 4.007 -4.076
H -2.763 2.793 1.115
H -4.304 1.597 -1.290
H -2.868 1.691 3.204
H -5.217 0.099 -0.080
H -3.768 -0.138 4.636
H -6.062 -1.645 1.492
H -3.041 1.612 -3.370
H -1.496 3.747 0.056
H -1.013 2.316 -4.678
H 0.469 4.472 -1.259
P -0.230 -2.288 -0.593
C 2.924 2.168 -0.776
C 3.671 3.243 -1.558
H 3.463 1.911 0.149
H 1.933 2.542 -0.471
H 3.869 4.100 -0.899
H 4.631 2.901 -1.964
H 3.052 3.618 -2.386
C 2.153 0.761 -3.367
C 3.277 0.889 -4.396
H 1.508 1.651 -3.394
H 1.505 -0.098 -3.608
H 2.839 1.160 -5.365
H 4.009 1.667 -4.144
H 3.800 -0.066 -4.522
C 4.122 -0.484 -1.593
C 5.485 0.196 -1.756
H 3.974 -1.238 -2.382
H 4.082 -1.023 -0.634
H 6.276 -0.554 -1.620
H 5.626 0.627 -2.756
H 5.646 0.979 -1.006
C 0.643 -3.595 0.348
C 2.135 -3.695 0.047
H 0.122 -4.535 0.110
H 0.480 -3.389 1.415
H 2.523 -4.652 0.419
H 2.354 -3.645 -1.026
H 2.696 -2.898 0.550
C -0.286 -2.960 -2.297
C -1.228 -2.185 -3.218
H -0.596 -4.012 -2.197
H 0.746 -2.956 -2.675
H -0.999 -2.424 -4.263
H -2.277 -2.454 -3.040
H -1.123 -1.098 -3.102
C -1.977 -2.310 -0.044
C -2.238 -2.788 1.380
H -2.508 -2.950 -0.767
H -2.359 -1.286 -0.175
H -3.307 -3.006 1.501
H -1.682 -3.699 1.631
H -1.991 -2.012 2.115
C 0.996 -0.940 4.803
C 0.220 0.019 3.882
C 0.313 -0.333 2.471
N 0.509 -0.298 1.324
H 0.546 -1.940 4.797
H 0.994 -0.568 5.833
H 2.040 -1.037 4.479
H -0.849 0.020 4.146
H 0.606 1.045 4.007
```